1.
A single C4H11NO molecule in a non-equilibrium geometry. Source: the OMol25 dataset; level of theory: ωB97M-V/def2-TZVPD.

Summary:
largest force on an atom	2.63	eV Å⁻¹
calculated total energy	-7863.4325	eV
structure (SMILES)	C[C@H](O)CCN
HOMO	-9.170	eV

Last column: Mulliken charge in e.
Positions of all 17 atoms, in Å:
C: 2.009 0.965 0.243  -1.667
C: 0.770 0.198 -0.186  0.555
O: 0.562 0.234 -1.583  -0.530
C: -0.432 0.566 0.734  -0.556
C: -1.652 -0.255 0.384  -0.763
N: -1.518 -1.751 0.463  -0.598
H: 1.940 2.032 0.006  0.444
H: 2.924 0.587 -0.227  0.394
H: 2.186 0.977 1.326  0.393
H: 0.967 -0.814 0.198  0.154
H: 1.185 0.853 -1.978  0.345
H: -0.192 0.349 1.791  0.262
H: -0.540 1.657 0.655  0.344
H: -2.472 -0.096 1.085  0.388
H: -1.958 -0.137 -0.652  0.349
H: -0.886 -2.037 -0.275  0.270
H: -1.199 -2.047 1.377  0.215

***

2.
2 unconnected molecules or ions with the total composition C4H11NO in a non-equilibrium geometry. Source: the OMol25 dataset; level of theory: ωB97M-V/def2-TZVPD.

Summary:
largest force on an atom	5.74	eV Å⁻¹
calculated total energy	-7863.1043	eV
structure (SMILES)	CC(N)=O.CC
HOMO	-9.845	eV

Last column: Mulliken charge in e.
Positions of all 17 atoms, in Å:
C: 0.119 -2.146 1.162  -0.966
C: -1.077 -1.487 0.682  0.672
N: -1.547 -0.547 1.659  -0.449
O: -1.821 -1.668 -0.299  -0.610
H: 0.117 -3.127 0.495  0.271
H: 0.121 -2.572 2.147  0.387
H: 0.968 -1.565 0.883  0.249
H: -2.479 -0.102 1.396  0.244
H: -1.475 -0.699 2.601  0.216
C: 1.318 1.908 -1.959  -0.762
C: 0.416 1.616 -0.820  -0.696
H: 0.773 1.427 -2.815  0.262
H: 1.479 2.985 -2.092  0.245
H: 2.342 1.538 -1.643  0.196
H: -0.017 0.681 -0.982  0.115
H: -0.263 2.385 -0.506  0.388
H: 1.025 1.372 0.090  0.236

***

Listing Kohn-Sham gap for the structures above in their given order: 10.085 10.707 eV.